Molecular formula: C56H84N14O7
Method: DFT, ωB97M-V/def2-TZVPD

Geometry as XYZ:
```
161
Properties=species:S:1:pos:R:3:lowdin_charge:R:1
C 3.43752 4.75764 0.10310 0.01
C 2.39605 4.36283 1.14342 -0.54
O 2.36686 3.22498 1.58495 0.02
N 1.48967 5.32275 1.41854 0.01
C 0.44751 5.30031 2.40041 -0.09
H 2.97400 4.87413 -0.84573 0.06
H 4.28499 4.04595 0.12909 0.10
H 3.73325 5.79100 0.40089 0.09
H 1.78882 6.28193 1.19557 0.14
H -0.35375 6.01576 2.10018 0.09
H 0.73977 5.48446 3.47291 0.10
H -0.01916 4.33203 2.47633 0.05
C 0.22146 -1.98998 -3.14997 0.00
C 0.99180 -0.68615 -3.28663 -0.54
O 2.20667 -0.59770 -3.12793 0.02
N 0.24456 0.37976 -3.58511 0.04
C 0.71124 1.73687 -3.86713 -0.04
H -0.85633 -1.81079 -3.27965 0.08
H 0.40461 -2.37240 -2.15670 0.05
H 0.58918 -2.72890 -3.90041 0.11
H -0.69464 0.22425 -3.52288 0.05
H 1.69752 1.67645 -4.33126 0.09
H 0.91073 2.27315 -2.92861 0.07
H -0.03998 2.25082 -4.46765 0.07
C 2.15027 -0.45458 0.37840 0.03
C 0.81313 0.03977 -0.12660 -0.52
O -0.12682 -0.65561 -0.55322 -0.02
N 0.77457 1.35697 -0.15840 0.02
C -0.41699 2.16960 -0.30129 -0.04
H 2.63800 -0.91192 -0.49586 0.07
H 2.01880 -1.24174 1.05891 0.04
H 2.75908 0.37247 0.70097 0.09
H 1.57332 1.81140 0.30750 0.09
H -0.72918 2.16370 -1.37066 0.06
H -0.21019 3.19259 0.02593 0.08
H -1.15082 1.69898 0.33094 0.07
C 2.84474 -3.89671 -1.21241 0.01
C 3.33061 -5.20745 -0.62556 -0.54
O 4.46033 -5.56112 -0.85097 0.04
N 2.41674 -5.93294 0.10086 0.02
C 2.75905 -7.16531 0.79026 -0.08
H 3.59660 -3.20604 -1.57027 0.08
H 2.27203 -3.35382 -0.51446 0.05
H 2.15182 -3.99387 -2.07941 0.07
H 1.62570 -5.38308 0.30319 0.05
H 3.73459 -7.08071 1.28651 0.06
H 2.97072 -8.05116 0.07606 0.11
H 2.04078 -7.46563 1.56680 0.08
C -2.22176 -4.14654 -1.52307 0.00
C -1.24013 -4.84616 -2.45153 -0.59
O -1.43429 -4.91226 -3.65757 0.03
N -0.26963 -5.47384 -1.78127 0.04
C 0.56364 -6.30411 -2.66699 -0.04
H -2.51851 -4.66638 -0.63913 0.06
H -3.17256 -3.96599 -2.05382 0.08
H -1.89105 -3.13405 -1.28849 0.07
H -0.30301 -5.40247 -0.76629 0.10
H 1.19392 -6.96217 -2.15918 0.06
H 1.12934 -5.54678 -3.20503 0.08
H -0.02128 -6.84487 -3.36539 0.07
C 4.52243 -4.72232 3.11764 0.01
C 4.18712 -3.53230 2.22421 -0.52
O 3.15090 -2.88323 2.29541 0.02
N 5.13274 -3.24595 1.27704 0.01
C 5.19290 -2.01869 0.48262 -0.06
H 4.80199 -4.43980 4.12622 0.08
H 5.34943 -5.31586 2.73348 0.07
H 3.67923 -5.39778 3.07653 0.07
H 5.79716 -3.98057 1.09568 0.12
H 5.94843 -2.21006 -0.33763 0.09
H 5.59275 -1.16385 1.10607 0.11
H 4.24129 -1.81722 0.01820 0.02
C -0.14004 -2.94048 2.26284 0.04
C -0.68362 -4.29447 2.00315 -0.56
O -0.08828 -5.10940 1.32139 0.02
N -1.82917 -4.60612 2.59188 0.01
C -2.33345 -5.94815 2.73541 -0.06
H -0.28440 -2.47876 1.28367 0.08
H 0.85655 -3.00314 2.58179 0.05
H -0.78147 -2.33962 2.90045 0.08
H -2.09821 -3.97531 3.31759 0.12
H -3.33151 -5.95367 3.12401 0.07
H -1.61613 -6.45004 3.41171 0.10
H -2.51177 -6.45330 1.80002 0.08
N -1.09928 4.30920 -5.89821 0.06
C 0.22568 4.52819 -5.84153 -0.15
C 0.84982 5.14836 -4.73742 -0.06
C 0.02384 5.58279 -3.67842 -0.09
C -1.32301 5.35372 -3.77205 -0.08
C -1.84108 4.70141 -4.88718 -0.16
H 0.80244 4.23852 -6.68589 0.09
H 1.92970 5.33884 -4.70306 0.10
H 0.48357 6.12992 -2.89143 0.09
H -1.99774 5.78326 -3.01689 0.09
H -2.91123 4.57959 -4.94690 0.10
N 6.78225 -0.08960 -2.14826 0.03
C 5.75650 -0.37966 -2.94351 -0.12
C 5.95601 -1.35605 -3.97579 -0.07
C 7.13478 -2.00019 -4.12270 -0.11
C 8.20524 -1.73562 -3.24858 -0.06
C 7.98211 -0.74111 -2.26285 -0.14
H 4.80034 0.06182 -2.76409 0.08
H 5.21353 -1.69884 -4.71079 0.11
H 7.22749 -2.72379 -4.92428 0.10
H 9.09705 -2.32991 -3.22057 0.09
H 8.74987 -0.49959 -1.56549 0.08
N -3.60682 0.36368 1.96545 0.06
C -4.80363 0.42176 2.56728 -0.13
C -5.49424 -0.72836 2.91912 -0.06
C -5.00738 -1.91966 2.41962 -0.09
C -3.81169 -1.98466 1.71398 -0.09
C -3.12878 -0.82082 1.49823 -0.14
H -5.08700 1.41376 2.84721 0.07
H -6.41778 -0.75331 3.45381 0.10
H -5.58309 -2.86839 2.54728 0.12
H -3.47651 -2.99623 1.35997 0.10
H -2.17531 -0.82689 0.99362 0.08
N -2.84854 4.72456 0.83076 0.07
C -3.54042 3.61389 0.60922 -0.17
C -4.58371 3.57114 -0.27897 -0.08
C -4.92169 4.66967 -1.03210 -0.07
C -4.08261 5.79828 -0.90037 -0.09
C -3.06681 5.78225 0.06321 -0.17
H -3.20229 2.82042 1.23136 0.06
H -5.12822 2.63480 -0.38072 0.11
H -5.81707 4.61735 -1.70481 0.12
H -4.20073 6.73658 -1.51288 0.11
H -2.45509 6.66514 0.18500 0.09
N -4.09254 1.68536 -3.45955 0.06
C -3.03532 1.20482 -2.77724 -0.15
C -2.98321 -0.05404 -2.21340 -0.06
C -4.08572 -0.87187 -2.38721 -0.06
C -5.17758 -0.38671 -3.08477 -0.06
C -5.16269 0.91075 -3.62179 -0.14
H -2.22628 1.88148 -2.75091 0.07
H -2.04982 -0.34444 -1.75765 0.07
H -4.12634 -1.83234 -1.95110 0.08
H -6.08398 -0.92081 -3.20256 0.09
H -5.98076 1.20289 -4.27537 0.10
N -0.22314 1.29055 6.33027 0.06
C 0.83872 2.01431 5.88831 -0.17
C 1.12476 2.16778 4.55706 -0.08
C 0.20835 1.66270 3.56868 -0.05
C -0.90040 0.96990 4.02252 -0.09
C -1.07445 0.83419 5.38873 -0.16
H 1.61801 2.29593 6.61533 0.11
H 2.06350 2.64600 4.23802 0.10
H 0.50929 1.88833 2.53272 0.08
H -1.75048 0.62029 3.44940 0.07
H -1.90530 0.26497 5.75220 0.10
N -4.70687 3.73537 3.72824 0.05
C -3.45743 3.41630 4.02278 -0.16
C -2.60469 4.32372 4.65221 -0.06
C -3.09126 5.57333 4.98715 -0.07
C -4.38774 5.94777 4.60953 -0.07
C -5.15664 5.00690 3.93286 -0.13
H -3.18809 2.34487 3.95689 0.08
H -1.58364 4.07364 4.82270 0.08
H -2.48519 6.29816 5.49055 0.10
H -4.80237 6.93272 4.76652 0.10
H -6.18794 5.17375 3.68497 0.10
```

## Properties
- Kohn-Sham gap (eV) = 9.28
- charge = 0